No. 1
# C29H57BClN4O7Si

4 unconnected molecules or ions with the total composition C29H57BClN4O7Si (ωB97M-V/def2-TZVPD, the Open Molecules 2025 dataset).

Geometry as XYZ:
```
100
Properties=species:S:1:pos:R:3:forces:R:3:lowdin_charge:R:1
H 0.8188 3.6786 -4.2629 0.1 0.0 0.0 0.10
C 3.4956 -2.6273 1.0086 0.2 0.2 0.0 -0.27
C -2.9609 -5.7929 7.0118 0.0 -0.1 0.0 -0.01
C 1.2436 -1.3363 0.0865 0.2 -0.1 0.1 -0.08
H -9.5339 2.2738 -5.1612 0.0 0.0 0.0 0.08
H 5.1821 0.3587 -3.8176 -0.1 0.0 -0.1 0.10
C -9.3918 4.8079 -3.6686 0.1 0.0 0.1 -0.08
C -1.6512 -5.9126 7.7589 0.0 0.0 -0.1 -0.56
C 5.4964 5.8018 0.5316 0.0 -0.1 0.0 -0.15
H 6.3245 5.8488 -0.1778 0.0 0.0 0.0 0.07
H 6.6944 0.6319 -1.8653 0.1 -0.1 0.0 0.11
H 2.9527 3.1760 -1.1891 0.1 0.1 0.2 0.14
H 0.0181 -3.9809 5.7697 0.0 0.0 0.0 0.08
C 5.0118 -0.7214 0.4358 0.3 -0.1 -0.1 -0.18
C 4.8288 0.7944 -2.8779 0.2 0.0 0.0 -0.17
H 3.7872 0.5060 -2.7684 -0.1 0.0 0.1 0.10
C -0.7525 -3.8872 6.5359 0.1 -0.1 0.1 -0.07
H 3.5729 5.9744 -1.4771 0.0 0.1 -0.1 0.12
B 1.3421 3.2612 -3.2145 -0.2 0.1 0.1 -0.65
H -4.4089 4.5514 -1.4472 -0.1 0.1 0.0 0.03
H -4.3406 0.5661 -3.2098 -0.1 0.0 -0.1 0.02
H -5.4225 3.6151 -2.5640 0.0 0.0 -0.1 0.00
C 0.9897 -6.8622 2.6613 0.0 0.1 0.2 -0.54
H 4.6654 -4.1402 1.1398 0.0 -0.1 0.1 0.10
O -1.9778 2.7497 -1.1846 0.2 0.0 -0.2 -0.23
C 3.1485 3.9351 -1.9706 0.0 -0.2 0.5 -0.38
H -0.9068 -8.0493 4.9650 0.1 -0.1 0.1 0.08
C -3.3771 1.0685 -3.1090 0.1 -0.1 0.1 -0.16
H 0.6143 2.3002 -1.3037 0.1 -0.1 0.1 0.10
H -2.6270 0.3111 -2.8743 0.0 0.0 0.0 0.03
O 4.6449 -3.2486 1.4960 0.0 0.0 -0.1 0.01
C 2.2732 -3.2655 1.0949 -0.2 0.3 -0.1 -0.03
H 0.1562 -5.1221 8.0038 0.0 0.0 0.0 0.14
N -8.5837 3.7878 -3.0363 -0.1 0.0 0.0 0.01
O 1.9434 4.4409 -2.4555 -0.2 -0.2 0.0 -0.04
C -4.4042 1.5425 -0.3138 0.0 0.0 0.0 -0.16
H 5.6440 2.5932 -3.7575 0.1 0.0 0.0 0.10
H 5.2946 -0.4467 1.4536 0.0 0.0 0.1 0.13
Cl 3.0471 4.8270 1.1138 -0.1 -0.1 0.2 0.61
H 4.9076 3.7829 0.1394 -0.2 -0.1 0.1 0.08
H -1.5261 3.4137 -3.1201 0.0 0.1 -0.1 0.10
N 5.1984 0.4411 -0.4120 -0.4 0.1 0.0 -0.05
C 4.9580 2.3247 -2.9539 -0.2 0.0 0.2 -0.11
O 0.9008 -6.0844 1.7295 0.0 -0.1 -0.1 0.04
C 3.6342 -1.3392 0.4760 -0.3 -0.1 0.0 -0.14
H -0.5343 -9.4345 3.9228 0.0 0.0 0.0 0.08
H 2.5999 -8.1426 3.3231 0.0 0.0 0.0 0.08
H 3.0546 -6.4760 2.9192 0.0 0.0 0.0 0.08
O -1.4530 -6.7995 8.5731 0.0 0.0 0.0 0.02
H 5.4354 2.6672 -2.0286 0.0 0.1 0.1 0.09
H -9.6049 4.5282 -4.6948 0.0 0.0 0.0 0.07
C 3.6599 3.1354 -3.1444 -0.3 -0.3 -0.7 -0.33
H 0.7706 -8.5458 4.7177 0.0 0.0 0.0 0.07
H 2.5513 0.2884 -0.4057 0.1 0.0 0.0 0.11
H -3.1077 1.5093 -4.0677 0.0 0.0 -0.1 0.03
H 0.3737 -0.8188 -0.2824 -0.2 0.1 -0.1 0.10
O 2.5309 2.3571 -3.4567 0.0 0.0 -0.1 -0.05
H -4.6159 2.2541 0.4834 0.0 0.0 0.1 0.02
H -0.0502 1.5270 -2.7530 0.1 -0.1 0.0 0.09
H -8.8735 5.7685 -3.6786 0.0 0.0 0.0 0.08
H -10.3420 4.9377 -3.1462 0.0 0.0 0.0 0.08
H 5.6965 -1.5227 0.1377 0.2 0.0 0.1 0.11
N -0.1021 -7.5386 3.1103 0.0 -0.1 0.0 0.01
C -4.3947 3.8473 -2.2826 0.0 0.0 0.1 -0.15
H 5.8989 5.5201 1.5036 0.0 0.0 0.1 0.07
C -8.1093 2.6303 -3.5754 0.1 0.1 -0.1 -0.56
C 4.0714 5.0072 -1.4033 -0.1 0.1 0.1 -0.17
O -7.4238 1.8736 -2.9152 0.0 -0.1 0.0 0.03
H 5.7972 -0.8801 -1.9090 0.0 -0.1 0.0 0.11
H -7.9952 1.3995 -5.2885 0.0 0.0 0.0 0.08
C -0.1961 -8.4458 4.2373 -0.2 0.2 -0.1 -0.07
H -1.7177 -3.8702 6.0421 0.0 0.0 0.0 0.07
N -0.6926 -4.9921 7.4768 0.0 0.0 0.0 0.01
C 5.6925 0.1991 -1.7655 -0.1 0.1 -0.1 -0.23
H -0.7860 4.3115 -1.7874 0.0 0.1 0.0 0.12
H -0.6133 -2.9330 7.0454 0.0 0.0 0.0 0.08
H 0.1758 -3.1040 0.6774 0.0 -0.1 0.0 0.10
H 5.0459 6.7886 0.6134 0.0 0.1 0.0 0.07
C -1.0290 3.3116 -2.1488 -0.2 0.0 0.2 -0.27
H -3.8589 0.6975 0.1074 0.0 0.0 0.0 0.03
C 0.2140 2.4911 -2.3047 0.2 0.0 0.0 -0.12
H -0.9391 -7.3417 2.5848 0.0 0.0 0.0 0.14
H -3.4453 -4.8381 7.2171 0.0 0.0 0.0 0.08
Si -3.4621 2.3200 -1.7208 -0.1 0.0 -0.1 0.35
H -3.6073 -6.5988 7.3439 0.0 0.0 0.0 0.08
C 2.2969 -7.0968 3.3866 0.0 0.0 -0.1 0.00
C -8.4545 2.3451 -5.0203 0.0 0.0 0.0 -0.01
H -3.8896 4.3397 -3.1134 0.0 0.0 -0.1 0.03
H 5.7490 1.1299 0.0680 0.0 0.1 0.0 0.09
H 2.2159 -6.8240 4.4394 0.0 0.0 0.0 0.08
C 2.4829 -0.7033 0.0222 0.0 -0.1 0.0 -0.02
H 2.1798 -4.2437 1.5422 0.1 -0.1 -0.1 0.08
H -8.3032 3.9264 -2.0782 0.0 0.0 0.0 0.14
H -2.8091 -5.8743 5.9349 0.0 0.0 0.0 0.08
H -5.3534 1.1750 -0.7089 -0.1 0.0 0.0 0.02
H -8.0697 3.1267 -5.6761 0.0 0.0 0.0 0.08
C 1.1391 -2.6159 0.6176 0.1 0.2 0.0 -0.09
H 3.7971 3.8576 -3.9671 0.3 0.1 0.0 0.15
H 4.9972 5.0394 -1.9869 0.0 0.1 -0.1 0.12
C 4.4826 4.7826 0.0434 0.4 0.1 -0.3 -0.75
```
Positions in Å, forces in eV/Å.

The highest occupied orbital energy comes out at -4.10 eV. The value obtained for the frontier orbital gap is 5.86 eV. As for the total charge: -1.



No. 2
# C48H87N9O6S3

12 unconnected molecules or ions with the total composition C48H87N9O6S3 in a non-equilibrium geometry (ωB97M-V/def2-TZVPD, the Open Molecules 2025 dataset).

Geometry as XYZ:
```
153
Properties=species:S:1:pos:R:3:forces:R:3:lowdin_charge:R:1
H -3.1414 -0.8093 6.2353 -0.5 -1.0 0.0 0.09
C 1.4973 -4.1551 2.0932 -0.9 1.0 1.1 -0.26
C 3.8197 0.9997 -2.1355 -1.5 -1.2 0.4 -0.24
H -1.4622 0.0809 1.7181 -0.4 -0.6 1.1 0.04
H -3.1010 1.4945 6.2129 0.0 0.1 -0.4 0.08
C -0.7211 4.0322 2.9452 0.6 -1.5 0.7 -0.27
H 0.9012 0.2023 -1.4545 0.3 0.7 -0.2 0.05
H 4.1880 -0.2499 5.3526 2.2 0.2 -1.2 0.12
H 1.1001 6.6114 -3.7102 -0.2 1.0 -0.2 0.10
H -2.7823 3.7248 3.3100 -0.4 -0.5 0.4 0.04
H -2.4025 -6.8101 -1.7768 0.6 -0.6 0.8 0.10
H 0.0955 -4.7394 -3.7867 -0.1 0.3 -0.3 0.07
H 3.6975 -0.1023 -2.0539 -0.2 0.6 0.0 0.11
S 0.0904 3.4866 -2.6068 -0.5 0.4 0.8 0.68
C -0.0116 5.9348 -1.8869 -0.1 -0.4 -1.7 -0.18
N 1.7292 -3.0343 -2.5366 0.6 -0.3 1.0 0.20
H -1.1784 -1.3584 -5.7806 0.9 0.1 0.2 0.11
H -1.6195 1.5293 5.1802 0.1 0.1 0.5 0.06
H 3.3591 0.5911 2.9763 -0.8 -0.5 0.2 0.09
C -2.7636 -5.9610 -2.2961 -2.5 1.7 -0.7 -0.18
H 6.3658 0.7466 3.3177 0.2 0.8 0.2 0.11
H 0.6131 -5.7427 3.3663 0.2 0.2 0.0 0.08
C -2.2531 0.2507 -5.0135 -0.5 0.2 -0.4 -0.10
H 0.6800 5.4778 3.8752 -0.1 0.3 0.4 0.11
C 3.8577 1.6661 -0.7611 -0.2 0.6 -1.0 -0.21
C 0.4323 5.0586 2.9172 -0.2 -0.8 -2.1 -0.16
H 6.0590 -0.1608 5.4613 0.0 0.1 0.7 0.06
H -7.7733 0.0621 3.9794 0.5 -0.3 -0.5 0.08
C -6.7384 -0.3332 3.8863 0.2 1.8 -0.8 -0.09
H -1.0154 -0.4474 4.1498 0.6 -0.2 -0.3 0.10
C -4.8082 0.9497 -1.5158 -1.3 0.2 -2.1 -0.25
H 6.0455 -5.5343 -1.1104 0.1 -1.9 0.7 0.04
C -4.5457 2.1049 -2.5261 2.1 -0.3 0.7 -0.18
H -0.9910 -2.0104 4.9700 0.1 -0.1 -0.2 0.10
C -1.8952 -5.5342 -3.4699 -1.6 -0.7 -1.0 -0.30
C 0.0541 4.5719 -1.1712 -0.5 0.5 -0.4 -0.24
H 3.2535 -4.9191 -0.6663 -0.2 -1.5 0.9 0.09
H -0.1466 0.2513 -3.2466 0.1 -1.0 -0.9 0.11
H -0.2535 -1.6927 -1.8244 -0.4 -0.7 -1.3 0.04
C -0.0136 6.0776 1.9485 0.4 0.7 0.3 -0.23
C 1.1797 5.8502 -2.9646 -2.0 1.2 0.8 -0.20
C -1.5330 -0.5361 -0.3774 0.0 0.4 -1.5 -0.17
C 0.3294 -4.8328 2.8250 0.2 0.8 0.6 -0.09
H 1.9863 -0.8845 -0.6773 -0.1 -0.2 0.7 0.08
H 0.2386 4.6863 -4.5453 0.8 0.1 0.7 0.13
N -3.2223 -3.8742 -0.7007 0.5 -1.2 -1.2 0.16
N 1.9422 -2.1972 4.9402 -0.5 0.9 0.6 0.17
C 2.2057 -2.8821 4.0676 0.9 -1.3 -0.3 -0.24
H 2.1068 5.9862 -2.4795 1.1 -0.3 0.5 0.08
S 0.6350 0.5309 0.8559 -0.5 0.0 -2.2 0.67
H 1.8276 -4.7233 1.2692 0.6 -0.7 -1.0 0.07
H 6.1206 -3.9712 -0.2234 0.3 -0.2 0.4 0.06
H 1.3344 4.5580 2.4783 -0.6 0.5 0.5 0.13
H -2.4559 4.9488 2.2033 -0.2 0.6 -0.3 0.06
H 4.3325 1.2992 1.7969 0.3 0.8 0.2 0.08
C 5.1005 1.2897 -2.8642 1.4 0.1 -0.4 -0.20
H -2.5293 0.7333 -4.0676 0.4 0.2 -0.4 0.04
C -4.5813 -0.4141 -2.1547 0.6 -0.5 0.3 -0.10
H 6.3090 3.1973 -2.6750 0.9 0.0 0.3 0.10
H 4.6426 1.3000 -0.1332 0.4 -0.5 0.3 0.07
C 4.3575 0.5682 2.5956 0.6 0.1 -0.6 -0.16
H 2.8948 1.7472 -0.2412 0.3 0.1 -0.2 0.07
N 5.0590 -1.5722 1.2602 0.1 -1.0 -0.8 0.17
H -4.5248 3.0498 -1.9595 -0.2 -0.1 -0.5 0.13
H -2.4555 -1.1535 -0.1404 1.3 0.6 -0.3 0.11
H -0.7596 3.4658 1.9781 0.4 0.5 0.8 0.09
H -0.0967 -5.8532 -2.5365 0.9 -0.9 1.4 0.06
C 5.2266 -0.2253 4.7757 -1.6 -1.4 1.4 -0.14
C -4.9887 0.7497 1.6625 0.3 -0.6 -0.5 -0.21
H 0.8235 -1.0825 -4.0538 -0.5 0.1 0.3 0.11
H -1.4962 -0.4743 6.6642 -0.1 -0.1 -0.6 0.12
C 4.7578 -4.0175 -1.8932 1.2 -0.6 -0.4 -0.22
C 0.0661 -0.2950 -4.2255 -0.1 -0.7 1.8 -0.20
H 3.5283 -3.5009 2.5568 -0.4 -0.5 0.6 0.10
H -3.2059 -0.0043 -5.5075 0.3 -0.7 0.4 0.08
O 5.3525 3.7271 -0.2217 1.4 1.3 1.7 -0.30
N 1.3850 1.5065 -5.4464 1.8 2.3 -1.5 0.18
C 0.9847 -0.4668 -0.6142 -1.5 0.5 -0.8 -0.22
C -1.1859 0.4388 0.7642 0.7 0.1 -0.7 -0.22
H -3.0343 0.9831 4.4419 -0.5 0.1 0.6 0.05
H 4.9364 1.0674 -3.9221 0.2 0.2 0.0 0.11
H -1.8688 -6.3895 -4.1327 0.4 -0.4 -0.2 0.11
C 4.6469 -0.6589 1.8068 -0.1 1.2 1.8 -0.21
H 5.3619 -1.2210 4.3073 -0.3 0.4 0.1 0.07
H -5.8752 1.0105 -1.2660 0.2 0.2 0.3 0.11
C 5.3740 0.8508 3.7552 -1.2 -0.9 -1.5 -0.24
H -0.0002 6.7255 -1.1641 0.6 0.5 0.2 0.06
C -2.2206 -0.4471 5.8284 0.1 0.4 -0.2 -0.23
H 6.9103 -4.2108 -1.7732 0.6 0.1 -0.3 0.06
C 6.0775 -4.4979 -1.1667 -2.0 2.1 -0.8 -0.08
O -1.2940 3.4404 -3.0428 0.2 -0.2 -0.4 -0.34
H 2.8294 -4.8874 3.6214 0.2 1.3 -0.3 0.14
O 0.7281 2.2322 -2.3206 0.5 -0.7 -0.1 -0.36
C 1.0164 4.5850 -3.7346 -3.1 -0.3 -0.1 -0.22
H -1.8400 0.9317 -5.7743 0.1 0.4 0.8 0.09
C -1.6376 -1.2130 4.6063 1.1 1.0 1.5 -0.19
H -3.7997 -6.2336 -2.6928 1.2 0.3 0.6 0.14
N -3.9967 1.2371 1.9790 -0.3 0.3 0.0 0.19
H 2.9295 1.4386 -2.6787 0.9 -0.6 0.4 0.11
C -0.5862 -5.0570 -3.0065 -0.2 2.4 -0.3 -0.14
H -3.5059 2.0063 -2.9921 -1.3 0.2 0.7 0.10
H -6.0653 0.5339 4.0813 -0.4 -0.4 -0.2 0.07
O 1.1299 -0.2470 1.9444 0.3 -0.6 1.6 -0.33
H 5.9996 0.6526 -2.5687 -1.2 0.9 0.1 0.14
C -1.2269 -0.8658 -4.7971 -1.1 0.2 -1.1 -0.23
H -0.4221 3.2810 3.7288 -0.5 0.6 -0.6 0.11
H -1.6329 1.4393 0.6601 0.4 -0.4 -0.1 0.09
H 1.8554 4.1895 -4.1988 1.7 -1.1 -0.3 0.07
N -0.4280 6.8632 1.2155 0.2 -0.3 0.2 0.17
C -6.3455 -1.0169 2.5351 -1.5 0.2 1.5 -0.24
H -5.1323 -0.6805 -3.0767 0.0 0.7 0.4 0.09
C -5.5231 2.1260 -3.5793 -1.1 0.5 -0.8 -0.25
H -1.7671 0.1344 -1.2559 0.0 -0.7 0.7 0.10
O 1.0785 1.9032 0.7158 -0.1 -0.1 0.3 -0.34
C -2.5366 0.9847 5.4268 0.5 0.1 -0.8 -0.12
C -2.9884 -4.7755 -1.3980 -0.4 0.1 0.9 -0.21
H -0.8360 -4.1572 -2.3673 1.0 -1.1 -0.3 0.08
H 3.8407 -3.3208 -0.0639 -0.6 -0.5 -0.5 0.09
H 0.0042 -4.0617 3.5549 -0.3 -0.8 -0.2 0.07
C 0.7699 0.7149 -4.9358 -1.3 -1.3 0.2 -0.27
N -3.1620 -2.3301 2.8592 0.6 0.8 0.3 0.17
H -5.9172 -0.7511 0.4262 0.3 0.4 0.6 0.11
H -4.8292 -1.1893 -1.4274 0.1 -0.2 0.0 0.05
C 5.3157 2.8129 -2.6653 -0.2 -0.7 -1.6 -0.22
H 4.5303 -4.7821 -2.7031 0.2 1.3 0.6 0.13
C -2.1298 4.5635 3.1555 0.1 0.1 -0.2 -0.11
H -2.4597 -4.8013 -4.0534 0.2 0.3 0.2 0.12
C 3.5382 -3.9487 -0.9362 1.6 1.6 -0.3 -0.19
H -7.1405 -1.6998 2.2977 -0.4 -0.5 -0.3 0.10
H 5.0016 -3.0036 -2.3125 -0.7 -1.0 0.1 0.12
H 5.1097 1.8091 4.1956 0.5 0.3 -0.3 0.11
N -6.3557 2.1879 -4.3768 0.6 -0.2 0.4 0.14
C -6.1214 -0.1282 1.3191 0.6 -0.1 0.3 -0.16
H -0.8432 4.3525 -0.5637 0.4 -0.1 -0.5 0.11
H -0.5045 -5.1109 2.2011 -0.3 0.2 -0.4 0.06
C 2.6387 -3.9015 3.1022 0.0 -0.4 -0.8 -0.17
H 0.9545 4.4908 -0.5585 0.0 -0.2 -0.3 0.09
H -6.9826 0.4559 1.0508 -0.5 0.4 0.1 0.11
C -0.2506 -1.3903 -0.8242 -0.3 1.1 3.7 -0.19
H -0.1997 -2.2274 -0.1174 0.1 -0.2 -0.5 0.10
H 1.1588 -3.1596 1.7345 0.2 -0.6 -0.1 0.10
H -2.3134 5.3169 3.9325 0.4 -0.2 -0.1 0.09
H -3.5126 -0.5108 -2.3705 -0.1 -0.2 -0.1 0.04
H -4.2217 1.1183 -0.6412 0.5 -0.1 0.5 0.06
C -2.4784 -1.7402 3.5836 -1.7 -1.3 -0.6 -0.22
H -0.9815 6.1002 -2.4496 0.9 -0.6 0.6 0.13
H -5.4952 -1.6120 2.7701 0.9 -0.4 -0.3 0.05
H -1.5986 -1.6563 -4.1546 0.0 0.0 0.5 0.09
C 2.4410 -3.4129 -1.7050 -0.8 0.8 -1.5 -0.20
O 3.3348 4.1049 -1.6887 0.9 -0.3 0.8 -0.32
H 4.7824 3.3275 -3.4635 0.0 0.0 0.0 0.10
S 4.4602 3.2910 -1.2211 -2.8 -0.5 -1.0 0.67
H -6.6066 -0.9473 4.7476 0.2 -1.0 0.4 0.05
```
Positions in Å, forces in eV/Å.

As for the relative energy (zero: lowest compared OMol25 entry of this formula, charge and spin): 5.3 kcal/mol. As for the structure (SMILES): O=S1(=O)CCCC1.O=S1(=O)CCCC1.O=S1(=O)CCCC1.CCCC#N.CCCC#N.CCCC#N.CCCC#N.CCCC#N.CCCC#N.CCCC#N.CCCC#N.CCCC#N. The highest occupied orbital energy comes out at -9.93 eV. The value obtained for the frontier orbital gap is 10.32 eV.



No. 3
# C5H8O

A gas-phase ion, C5H8O (charge -1) in a non-equilibrium geometry (ωB97M-V/def2-TZVPD, the Open Molecules 2025 dataset).

Geometry as XYZ:
```
14
Properties=species:S:1:pos:R:3:forces:R:3:lowdin_charge:R:1
C 1.2271 1.1993 0.8587 1.6 -2.8 -2.5 0.03
H -0.3884 -0.4230 -1.9844 0.0 0.2 -0.3 0.08
C 1.0707 -0.2806 0.1868 -1.8 1.7 1.7 -0.29
C -0.4478 -0.4871 0.1318 0.2 -0.4 0.5 -0.23
H -0.9032 1.0756 -1.1161 0.2 0.6 -0.5 0.07
H -0.8343 0.1918 0.8982 -0.4 -0.2 0.2 0.09
H 1.0224 -0.4575 2.3566 0.1 0.5 0.1 0.09
H 1.6778 -0.9049 -0.4614 0.3 1.0 -0.5 0.11
C -1.0889 -0.0108 -1.2073 -0.1 -0.7 0.3 -0.58
C 1.6414 -0.0253 1.5616 -0.6 -1.5 0.7 -0.24
O -2.3701 -0.3369 -1.3873 0.1 -0.1 0.1 -0.36
H -0.7759 -1.5096 0.3929 0.2 0.1 -0.2 0.10
H 2.6682 -0.3899 1.6734 0.1 0.8 0.1 0.09
H 1.8742 1.8649 0.3133 0.1 0.7 0.5 0.05
```
Positions in Å, forces in eV/Å.

As for the relative energy (zero: lowest compared OMol25 entry of this formula, charge and spin): 57.5 kcal/mol. The highest occupied orbital energy (spin up / spin down) comes out at -2.27 / -2.05 eV. The value obtained for the frontier orbital gap (spin up / spin down) is 6.27 / 5.08 eV. As for the total charge: -1. As for the spin multiplicity: 2.



| no. | energy (Ha) |
| --- | --- |
| 1 | -2659.65758 |
| 2 | -4019.79725 |
| 3 | -270.38276 |